1.
{"formula": "C3H4LiO3Tl", "method": "ωB97M-V/def2-TZVPD", "species": ["H", "C", "C", "O", "C", "O", "Tl", "O", "H", "H", "H", "Li"], "xyz": [[1.698, -1.076, 1.172], [0.837, -1.256, 0.502], [1.025, -0.514, -0.791], [0.374, 0.739, -0.665], [-0.689, 1.653, -1.427], [-0.862, 2.731, -0.638], [-0.850, 0.865, 0.929], [-0.365, -0.953, 1.210], [0.872, -2.328, 0.230], [0.491, -1.048, -1.597], [-1.374, 3.429, -1.068], [-1.158, -2.243, 2.143]], "e_above_lowest_kj_mol": 704.0, "orbital_gap_ev": [6.581, 8.337], "total_charge": 2, "homo_ev": [-18.0, -18.2], "largest_force_ha_per_bohr": 0.1551}

2.
{"formula": "C3H4LiO4", "method": "ωB97M-V/def2-TZVPD", "species": ["O", "O", "C", "C", "O", "C", "H", "H", "H", "H", "O", "Li"], "xyz": [[-1.200, 1.460, 0.048], [-0.898, -1.541, 0.577], [0.416, -1.907, 0.504], [1.377, -0.740, 0.751], [0.619, 0.468, 0.858], [-0.166, 0.768, -0.205], [0.693, -2.715, 1.228], [0.699, -2.277, -0.516], [2.069, -0.639, -0.101], [1.944, -0.887, 1.684], [0.355, 0.763, -1.366], [-1.131, 1.918, -1.830]], "e_above_lowest_kj_mol": 98.6, "orbital_gap_ev": 4.024, "total_charge": -1, "homo_ev": -2.1, "largest_force_ha_per_bohr": 0.0381}

3.
{"formula": "C3H4LiO4Pb", "method": "ωB97M-V/def2-TZVPD", "species": ["O", "C", "C", "O", "O", "C", "H", "H", "H", "H", "O", "Li", "Pb"], "xyz": [[0.833, 1.966, 0.602], [1.426, 1.053, -0.005], [-0.029, -0.716, -0.787], [1.045, 0.687, -1.172], [1.794, -0.048, 0.670], [0.963, -1.162, 0.424], [-0.504, -1.708, -0.840], [-0.408, -0.749, -1.824], [1.574, -2.017, 0.123], [0.400, -1.411, 1.328], [-2.078, 0.945, 0.245], [-3.927, 0.533, 0.311], [-1.088, 2.628, 0.926]], "spin_multiplicity": 2, "e_above_lowest_kj_mol": 531.7, "orbital_gap_ev": [6.390, 5.901], "total_charge": 2, "homo_ev": [-18.0, -18.0], "largest_force_ha_per_bohr": 0.1060}

4.
{"formula": "C3H4LiO5Rb", "method": "ωB97M-V/def2-TZVPD", "species": ["C", "C", "O", "O", "H", "H", "H", "Li", "O", "C", "O", "O", "Rb", "H"], "xyz": [[0.862, -0.584, -2.676], [1.280, 0.799, -3.124], [2.248, 0.994, -3.816], [-0.369, -0.584, -1.990], [1.631, -0.957, -1.982], [0.845, -1.259, -3.545], [0.625, 1.634, -2.781], [-0.536, -0.784, -0.092], [-2.688, 0.335, 3.377], [-1.685, 0.239, 4.151], [-0.517, -0.058, 3.622], [-1.724, 0.428, 5.412], [1.146, 0.267, 6.032], [-1.117, -0.469, -2.587]], "orbital_gap_ev": [3.276, 3.276], "homo_ev": [-4.5, -4.5], "largest_force_ha_per_bohr": 0.0351}

5.
{"formula": "C3H4LuO4", "method": "ωB97M-V/def2-TZVPD", "species": ["O", "O", "C", "C", "O", "C", "H", "H", "H", "H", "O", "Lu"], "xyz": [[1.571, -1.403, -1.287], [-1.071, -1.519, 0.811], [-1.252, -0.193, 1.049], [-0.906, 0.714, -0.131], [-0.172, -0.043, -1.114], [1.099, -0.304, -0.863], [-2.300, 0.074, 1.350], [-0.597, 0.199, 1.873], [-0.263, 1.543, 0.204], [-1.815, 1.112, -0.606], [1.879, 0.594, -0.419], [3.824, -0.774, -0.867]], "spin_multiplicity": 2, "e_above_lowest_kj_mol": 0.0, "orbital_gap_ev": [6.888, 4.878], "homo_ev": [-6.7, -6.7], "largest_force_ha_per_bohr": 0.0357}

6.
{"formula": "C3H4N", "method": "ωB97M-V/def2-TZVPD", "species": ["C", "C", "C", "N", "H", "H", "H", "H"], "xyz": [[2.255, 0.055, -0.230], [3.314, -0.205, 0.322], [1.034, 0.542, -0.269], [-0.189, -0.347, -0.023], [0.828, 1.712, -0.382], [-0.446, -1.041, -0.762], [-0.999, 0.194, 0.096], [-0.173, -0.776, 0.831]], "e_above_lowest_kj_mol": 356.4, "orbital_gap_ev": 8.435, "total_charge": 1, "homo_ev": -15.5, "largest_force_ha_per_bohr": 0.1304}

7.
{"formula": "C3H4N2", "method": "ωB97M-V/def2-TZVPD", "species": ["C", "C", "C", "H", "H", "H", "H", "N", "N"], "xyz": [[-1.011, -0.075, -0.055], [-0.051, -1.143, -0.028], [-0.116, 0.911, -0.068], [-2.031, -0.187, 0.074], [-0.609, -1.988, -0.021], [1.975, 1.036, 0.255], [-0.363, 1.920, -0.014], [1.140, -0.910, -0.055], [1.068, 0.436, -0.087]], "e_above_lowest_kj_mol": 225.5, "orbital_gap_ev": 10.299, "homo_ev": -9.3, "largest_force_ha_per_bohr": 0.1820}

8.
{"formula": "C3H4N2", "method": "ωB97M-V/def2-TZVPD", "species": ["N", "C", "C", "C", "N", "H", "H", "H", "H"], "xyz": [[-1.624, -1.158, 1.968], [-0.820, -0.752, 1.245], [0.213, -0.373, 0.299], [-0.110, 0.337, -0.961], [0.481, 1.039, 0.137], [1.025, -1.118, 0.282], [-1.132, 0.632, -1.123], [0.503, 0.161, -1.846], [1.465, 1.231, -0.002]], "e_above_lowest_kj_mol": 152.9, "orbital_gap_ev": 11.279, "homo_ev": -10.5, "smiles": "N#C[C@H]1CN1", "largest_force_ha_per_bohr": 0.0214}

no.,E_tot (eV)
1,-14191.2262
2,-11571.5036
3,-16792.6878
4,-14271.2795
5,-44982.5984
6,-4652.2855
7,-6153.5637
8,-6154.3165